Record 1
The following is a quantum chemistry calculation of a molecular structure, C7H5F3O3 in a non-equilibrium geometry, from the OMol25 dataset.

Cartesian coordinates (Å):
1 C 2.627 -1.504 0.970
2 C 1.398 -1.341 1.672
3 C 2.494 -0.894 -0.274
4 C 0.638 -0.655 0.703
5 C -1.610 0.622 -0.477
6 C -0.744 -0.257 0.985
7 C -1.293 1.664 -1.665
8 O -2.758 1.081 0.116
9 O 1.261 -0.435 -0.408
10 O -1.404 -0.383 1.968
11 F -0.674 2.786 -1.287
12 F -2.408 2.018 -2.331
13 F -0.336 1.075 -2.413
14 H 3.641 -1.918 1.157
15 H 1.012 -1.581 2.619
16 H 3.044 -0.757 -1.117
17 H -1.948 -0.206 -1.177
18 H -2.942 0.686 0.960

Values from the calculation:
HOMO-LUMO gap (eV): 9.29
Energy (hartree): -794.96654
Highest occupied orbital energy (eV): -9.66
2S+1: 1
Total charge: 0


Record 2
The following is a quantum chemistry calculation of C7H5FN4S in the gas phase in a non-equilibrium geometry, from the OMol25 dataset.

Cartesian coordinates (Å):
1 F 4.553 -0.658 0.541
2 C 3.303 -0.304 0.097
3 C 2.977 1.107 0.234
4 C 1.688 1.403 -0.155
5 C 0.765 0.427 -0.460
6 N -0.563 0.804 -0.966
7 C -1.741 0.376 -0.122
8 N -1.775 0.445 1.116
9 N -2.929 -0.046 1.587
10 N -3.674 -0.554 0.765
11 S -3.054 -0.353 -0.845
12 C 1.113 -0.906 -0.551
13 C 2.389 -1.254 -0.200
14 H 3.784 1.652 0.581
15 H 1.404 2.282 -0.231
16 H -0.792 1.842 -1.028
17 H 0.267 -1.639 -0.975
18 H 2.843 -2.220 -0.276

Values from the calculation:
HOMO-LUMO gap (eV): 9.15
SMILES string: Fc1ccc(Nc2nnns2)cc1
Energy (hartree): -986.70856
Highest occupied orbital energy (eV): -8.95
2S+1: 1
Total charge: 0


Record 3
The following is a quantum chemistry calculation of 3 unconnected molecules or ions with the total composition C7H5I3NO2 in a non-equilibrium geometry, from the OMol25 dataset.

Cartesian coordinates (Å):
1 C -0.648 1.116 0.121
2 C -1.451 0.001 -0.164
3 C 1.407 -0.232 -0.333
4 C -1.110 -0.218 2.914
5 C 0.697 0.929 0.241
6 C -0.919 -1.219 -0.490
7 C 0.487 -1.318 -0.575
8 N 2.690 -0.181 -0.479
9 O -1.000 0.827 3.384
10 O -1.219 -1.282 2.465
11 I -3.614 0.536 -0.353
12 I 1.327 -3.315 -0.936
13 I 0.588 2.456 -3.182
14 H -1.072 1.959 0.540
15 H 1.142 1.278 -2.299
16 H 1.285 1.748 0.477
17 H -1.610 -2.018 -0.457
18 H 3.021 -1.067 -0.875

Values from the calculation:
HOMO-LUMO gap (spin up / spin down) (eV): 3.70 / 7.00
Energy (hartree): -1368.04572
Highest occupied orbital energy (spin up / spin down) (eV): -1.22 / -5.29
⟨S²⟩: 2.050
2S+1: 3
Total charge: -1